(1)
Here is a 2-piece molecular cluster, C7H15FOS overall at a distorted geometry from OMol25. Energies are from ωB97M-V/def2-TZVPD.

```
! RIJCOSX wB97M-V def2-TZVPD def2/J DEFGRID3
* xyz 0 1
C 0.9893 0.7029 -2.2219
C 0.8339 0.7789 1.7874
C 3.1896 -0.8254 1.0534
C -3.7834 -1.4684 0.5915
C 0.7212 1.2527 -0.7540
C 0.9561 0.1981 0.3589
C 2.1173 -0.7305 0.2693
O -3.5930 0.2201 -1.4074
F 1.9564 -1.6828 -0.6546
S -3.0978 0.1605 0.1875
H 2.0827 1.0228 -2.5165
H 0.4319 1.2944 -2.9053
H 0.8659 -0.3558 -2.3006
H 0.5355 -0.1396 2.4056
H 0.0404 1.5622 1.9092
H 1.8646 1.2806 2.2058
H 3.9934 -1.5830 1.0377
H -2.8944 0.4319 -1.9924
H 3.4998 0.0097 1.6975
H -4.7202 -1.6874 0.0758
H -4.0569 -1.3817 1.6701
H -3.0855 -2.2131 0.4827
H 1.4130 1.9551 -0.5392
H -0.2596 1.6608 -0.6720
H -0.0005 -0.4630 0.2315
*
```

Calculated values
Lowest unoccupied orbital energy (eV): 0.58
HOMO (eV): -8.7
Max |F| (eV Å⁻¹): 3.71
Structure (SMILES): C=C(F)[C@@H](C)CC.CSO
Kohn-Sham gap (Eh): 0.34031
DFT total energy (Ha): -848.90606

***

(2)
Here is C7H15FeO4 as an isolated structure at a distorted geometry from OMol25. Energies are from ωB97M-V/def2-TZVPD.

```
! RIJCOSX wB97M-V def2-TZVPD def2/J DEFGRID3
* xyz 1 7
C -2.0958 2.1461 -0.5911
O -1.1232 1.4326 0.0435
C -0.3892 1.9059 1.1973
H -2.2985 0.9621 -1.7063
H -1.7797 3.1622 -0.8657
H -0.8278 1.4212 2.0897
H -0.4707 3.0091 1.2215
Fe 1.2581 1.0590 0.3188
C -2.2533 -0.2580 -2.5282
O -0.9116 -0.3722 -2.8452
C -0.2791 -1.5686 -2.4525
C 0.3148 -1.5068 -1.0582
O 1.2841 -0.4762 -0.9285
C 2.6428 -0.8249 -1.2204
C 3.4465 0.4735 -1.1835
O 3.1271 1.2399 -0.0718
H -2.8319 -0.7607 -3.3211
H -2.8552 -0.6255 -1.6895
H 0.5108 -1.7573 -3.1916
H -0.9890 -2.4130 -2.4898
H -0.4631 -1.2952 -0.3117
H 0.7704 -2.4760 -0.8054
H 2.7083 -1.3118 -2.2047
H 2.9848 -1.5297 -0.4443
H 4.5171 0.1896 -1.2064
H 3.2479 1.0218 -2.1283
H -3.0710 2.0247 -0.1059
*
```

Calculated values
Lowest unoccupied orbital energy (spin up / spin down) (eV): -3.00 / -6.41
HOMO (spin up / spin down) (eV): -11.7 / -13.5
Max |F| (eV Å⁻¹): 3.00
Kohn-Sham gap (spin up / spin down) (Eh): 0.31876 / 0.25886
⟨S²⟩: 12.0365
DFT total energy (Ha): -1839.83077

***

(3)
Here is one molecule with the formula C7H15IO2S at a distorted geometry from OMol25. Energies are from ωB97M-V/def2-TZVPD.

```
! RIJCOSX wB97M-V def2-TZVPD def2/J DEFGRID3
* xyz 0 1
C 0.5333 -2.0775 -0.2044
C -1.6733 -1.2140 -1.2396
C -0.6439 0.0639 1.7191
C -1.4102 1.5067 -0.3612
C 0.9050 1.0890 0.0819
C -0.3087 -0.9303 -0.7066
C -0.3845 0.3829 0.1622
O 1.0359 2.2955 0.7261
O 1.8916 0.2139 0.7456
S 3.2280 0.7644 1.4253
I 4.9138 0.3504 -0.2085
H 0.4311 -2.3717 0.8129
H 0.2495 -3.0161 -0.6840
H 1.5448 -1.8725 -0.3998
H -2.5442 -0.9048 -0.6489
H -2.0183 -2.1828 -1.2899
H -1.8080 -0.6825 -2.1877
H -0.1798 0.8208 2.3341
H -1.6657 -0.0522 1.9501
H -0.2260 -0.9159 1.8583
H -1.0529 1.7118 -1.4047
H -1.3881 2.4000 0.2875
H -2.4282 1.1035 -0.3323
H 1.1555 1.2771 -0.9766
H 1.6001 2.8857 0.1185
H 0.2431 -0.6456 -1.5776
*
```

Calculated values
Lowest unoccupied orbital energy (eV): -0.21
HOMO (eV): -8.5
Max |F| (eV Å⁻¹): 2.95
Structure (SMILES): CC(C)C(C)(C)[C@@H](O)OSI
Kohn-Sham gap (Eh): 0.30286
DFT total energy (Ha): -1122.01073

***

(4)
Here is C7H15IrN6OS as an isolated structure from OMol25. Energies are from ωB97M-V/def2-TZVPD.

```
! RIJCOSX wB97M-V def2-TZVPD def2/J DEFGRID3
* xyz 3 6
Ir -0.0185 -0.1378 -0.1360
N -1.8323 -1.7032 -1.1918
N -3.1328 -1.2014 -1.2124
C -3.3622 0.0368 -0.8035
N -4.5539 0.5678 -0.8357
S -2.0533 1.0293 -0.1535
H -1.5084 -1.8603 -2.1452
H -1.8152 -2.5915 -0.6939
H -3.8847 -1.7957 -1.5500
H -5.3688 0.0729 -1.1848
H -4.7086 1.5183 -0.5210
N 3.5113 0.6729 2.2297
C 2.2996 0.8072 1.7757
O 1.8364 -0.0811 0.9710
C 1.4642 1.9756 2.2341
C 0.4058 2.3004 1.2553
H 4.0792 -0.1252 1.9735
H 3.9117 1.3418 2.8748
H 2.0893 2.8558 2.4301
H 1.0310 1.7104 3.2053
H 0.6712 2.3389 0.1892
H -0.4167 2.9386 1.5560
N 2.3483 -3.3455 -1.5424
C 1.8244 -3.9530 -0.4196
C 0.9413 -3.0799 0.0991
N 0.9225 -1.9472 -0.7198
C 1.8056 -2.1455 -1.7018
H 3.0438 -3.7498 -2.1580
H 2.1175 -4.9365 -0.0916
H 0.3457 -3.1781 0.9918
H 2.0477 -1.4658 -2.5041
*
```

Calculated values
Lowest unoccupied orbital energy (spin up / spin down) (eV): -9.46 / -13.73
HOMO (spin up / spin down) (eV): -18.3 / -19.3
Max |F| (eV Å⁻¹): 0.67
Kohn-Sham gap (spin up / spin down) (Eh): 0.32520 / 0.20545
⟨S²⟩: 8.7660
DFT total energy (Ha): -1180.84624

***

(5)
Here is a 2-piece molecular cluster, C7H15N overall at a distorted geometry from OMol25. Energies are from ωB97M-V/def2-TZVPD.

```
! RIJCOSX wB97M-V def2-TZVPD def2/J DEFGRID3
* xyz 0 1
C -2.6922 1.0654 0.1971
C -2.1169 -0.1851 -0.3882
C -1.5645 -1.1111 0.7132
C -0.1989 -0.5581 0.9681
N 2.0031 1.2001 0.1231
C 2.0077 -0.1330 0.0201
C 0.9362 -0.9845 0.3236
C 3.2331 -0.6894 -0.6209
H -1.8432 1.7075 0.4332
H -3.1027 1.6401 -0.6401
H -3.5315 0.8748 0.8597
H -1.2475 0.0879 -0.9937
H -2.8149 -0.6973 -1.0551
H -1.4590 -2.1404 0.3541
H -2.2079 -1.1402 1.5876
H -0.2070 0.4656 1.3453
H -0.2667 1.8489 -0.5084
H 2.2614 1.5954 -0.8149
H 0.9909 1.6000 0.1717
H 1.1082 -2.0517 0.2755
H 3.2055 -0.5566 -1.7006
H 3.4348 -1.7329 -0.3857
H 4.0720 -0.1055 -0.2647
*
```

Calculated values
Lowest unoccupied orbital energy (eV): -0.77
HOMO (eV): -6.9
Max |F| (eV Å⁻¹): 2.25
Kohn-Sham gap (Eh): 0.22560
DFT total energy (Ha): -330.28917

***

(6)
Here is one molecule with the formula C7H15N at a distorted geometry from OMol25. Energies are from ωB97M-V/def2-TZVPD.

```
! RIJCOSX wB97M-V def2-TZVPD def2/J DEFGRID3
* xyz 0 1
C 3.0480 -0.9553 -0.3694
C 1.6411 -0.4248 -0.0109
C 0.5436 -1.4338 -0.3339
C -0.5203 -0.6433 -1.0848
N -1.2083 2.5610 1.2387
C -0.6748 1.6028 0.2865
C -1.2125 0.4018 -0.1279
C -2.5247 -0.0688 0.4670
H 3.5985 -0.2012 -0.9221
H 2.8624 -1.9757 -0.7593
H 3.6490 -1.0020 0.4367
H 1.6334 -0.2774 1.1159
H 1.5131 0.5332 -0.6983
H 0.0205 -1.7038 0.4632
H 0.7425 -2.3612 -0.7923
H -0.0725 -0.0815 -1.8749
H -1.4277 -1.1826 -1.6128
H -1.2583 3.5000 0.9037
H -1.9592 2.2565 1.8893
H 0.3542 1.9328 0.0710
H -2.8314 -0.7408 -0.2165
H -3.2887 0.6954 0.4470
H -2.6280 -0.4310 1.4842
*
```

Calculated values
Lowest unoccupied orbital energy (eV): 1.05
HOMO (eV): -7.9
Max |F| (eV Å⁻¹): 4.69
Structure (SMILES): CCCC/C(C)=C/N
Kohn-Sham gap (Eh): 0.32993
DFT total energy (Ha): -330.36356

***

(7)
Here is one molecule with the formula C7H15N at a distorted geometry from OMol25. Energies are from ωB97M-V/def2-TZVPD.

```
! RIJCOSX wB97M-V def2-TZVPD def2/J DEFGRID3
* xyz 0 1
C 0.2552 -1.2490 1.2041
C -0.8603 -0.2102 1.4329
C -0.7443 1.0615 0.5844
C 1.6867 -0.5144 0.7333
C 0.3283 1.8362 -1.5883
C -0.5163 0.8199 -0.8844
N -0.1578 -2.2272 0.2616
C -1.1003 -0.2073 -1.5594
H 0.5221 -1.7231 2.1533
H -0.4005 -1.6147 -0.7158
H 0.5700 -2.9298 0.1470
H -0.8601 0.0870 2.4840
H -1.8069 -0.7069 1.2182
H -1.6651 1.6471 0.6981
H 0.0783 1.6696 0.9699
H 1.9456 0.3460 1.3515
H 1.7686 -0.2855 -0.3234
H 2.4176 -1.2968 0.9347
H 1.3366 1.8888 -1.1774
H -0.1153 2.8252 -1.4677
H 0.3977 1.6361 -2.6508
H -2.0083 -0.6482 -1.1653
H -1.0715 -0.2043 -2.6404
*
```

Calculated values
Lowest unoccupied orbital energy (eV): 0.97
HOMO (eV): -8.4
Max |F| (eV Å⁻¹): 4.36
Structure (SMILES): C=C(C)CC[C@H](C)N
Kohn-Sham gap (Eh): 0.34370
DFT total energy (Ha): -330.40402

***

(8)
Here is a 2-piece molecular cluster, C7H15N overall at a distorted geometry from OMol25. Energies are from ωB97M-V/def2-TZVPD.

```
! RIJCOSX wB97M-V def2-TZVPD def2/J DEFGRID3
* xyz 0 1
C 1.4717 -0.0230 -0.1038
C 1.4190 0.4274 -1.3623
C -1.9446 0.2676 -1.0916
C 1.7940 -1.4553 0.2165
C 1.6701 0.9277 1.0446
N -1.7852 1.6135 -0.5870
C -1.6473 -0.8747 -0.1028
C -1.6885 -0.7406 1.2177
H -0.9143 1.7044 -0.0748
H -2.5388 1.8402 0.0539
H 1.4147 -0.2472 -2.2027
H 1.3422 1.4770 -1.5924
H -2.9730 0.1366 -1.4496
H -1.3005 0.1549 -1.9693
H -1.7443 -1.8496 -0.5634
H 1.4368 1.9506 0.7581
H 1.7835 -2.0708 -0.6796
H 1.0514 -1.8398 0.9162
H 2.7704 -1.5427 0.6924
H 1.0264 0.6452 1.8775
H 2.6970 0.8906 1.4088
H -1.8432 -1.5847 1.8704
H -1.4974 0.1928 1.7234
*
```

Calculated values
Lowest unoccupied orbital energy (eV): 0.99
HOMO (eV): -9.2
Max |F| (eV Å⁻¹): 1.94
Structure (SMILES): C=C(C)C.C=CCN
Kohn-Sham gap (Eh): 0.37419
DFT total energy (Ha): -330.40568

***

(9)
Here is C7H15N2 as an isolated structure at a distorted geometry from OMol25. Energies are from ωB97M-V/def2-TZVPD.

```
! RIJCOSX wB97M-V def2-TZVPD def2/J DEFGRID3
* xyz 1 1
C 1.7916 -0.0860 -0.0723
C 1.5527 -1.5045 -0.3035
C 0.1110 -1.8139 0.2741
C -0.1061 0.6608 -0.0244
C -0.3290 1.0914 1.3956
C -0.0222 1.6511 -1.2308
C -2.1719 -0.6773 -0.0242
N 2.7654 0.6346 0.1227
N -0.6661 -0.6945 -0.2760
H 1.6935 -1.5905 -1.4324
H 2.4209 -1.9167 0.2745
H -0.4048 -2.6376 -0.1709
H -0.0699 -1.6916 1.4163
H -1.1594 1.7205 1.3610
H 0.4720 1.7155 1.7169
H -0.6158 0.3596 2.1063
H -1.0620 1.7471 -1.5900
H 0.5591 1.3409 -2.1213
H 0.4526 2.6800 -0.9812
H -2.1897 -0.4105 1.1071
H -2.7558 0.1251 -0.5706
H -2.6668 -1.6643 0.0279
H 2.8499 1.6115 0.2997
H -0.4491 -0.6509 -1.3043
*
```

Calculated values
Lowest unoccupied orbital energy (eV): -2.88
HOMO (eV): -12.1
Max |F| (eV Å⁻¹): 5.97
Kohn-Sham gap (Eh): 0.33769
DFT total energy (Ha): -384.86108